Entry 1
{"formula": "C2H4N2S3", "method": "ωB97M-V/def2-TZVPD", "symbols": ["S", "S", "S", "N", "N", "C", "C", "H", "H", "H", "H"], "xyz": [[2.83, 1.03, 0.10], [2.38, -1.70, -0.05], [-3.17, -0.63, 0.11], [-2.05, 0.47, -0.03], [0.29, -0.27, -0.15], [1.69, -0.22, 0.03], [-0.75, 0.69, -0.12], [-0.60, 1.76, -0.16], [-2.54, -2.01, 0.32], [-0.10, -1.19, -0.46], [2.01, 2.07, 0.41]], "mulliken_charge": [-0.13, -0.39, -0.12, -0.37, -0.25, 0.44, 0.16, 0.26, 0.09, 0.21, 0.11], "e_homo_ha": -0.31042, "lumo_ev": -0.42, "charge": 0, "homo_lumo_gap_ev": 8.03}



Entry 2
{"formula": "C2H4N2S3", "method": "ωB97M-V/def2-TZVPD", "symbols": ["S", "S", "S", "N", "N", "C", "C", "H", "H", "H", "H"], "xyz": [[-2.75, -0.46, -0.43], [2.50, -0.32, -1.00], [-0.31, -0.74, 0.67], [0.99, 0.14, 1.26], [-0.85, 1.79, -0.25], [-1.29, 0.51, -0.12], [2.20, 0.23, 0.58], [3.02, 0.91, 1.16], [-1.54, 2.65, -0.38], [0.14, 2.16, -0.37], [0.82, 0.82, 2.05]], "mulliken_charge": [-0.30, -0.21, 0.07, -0.27, -0.43, 0.27, -0.18, 0.25, 0.26, 0.25, 0.31], "e_homo_ha": -0.31364, "lumo_ev": -0.13, "charge": 0, "homo_lumo_gap_ev": 8.41}



Stability check: which of them is most stable? entry 2.



Entry 1
{"formula": "CH3BrClN", "method": "ωB97M-V/def2-TZVPD", "symbols": ["Br", "Cl", "N", "C", "H", "H", "H"], "xyz": [[2.09, 0.67, 0.59], [-0.20, -0.68, -1.87], [0.34, 0.08, 0.81], [-0.58, 0.19, -0.25], [0.69, -1.43, 1.19], [-0.68, 1.39, -0.46], [-1.67, -0.22, 0.00]], "mulliken_charge": [0.02, -0.20, -0.43, -0.27, 0.30, 0.30, 0.28], "e_homo_ha": -0.35490, "lumo_ev": -0.75, "charge": 0, "homo_lumo_gap_ev": 8.90}



Entry 2
{"formula": "CH3BrClN", "method": "ωB97M-V/def2-TZVPD", "symbols": ["Br", "Cl", "N", "C", "H", "H", "H"], "xyz": [[2.69, -2.39, -0.26], [-1.89, -0.59, 0.47], [-0.64, 1.58, -0.51], [-0.65, 0.73, 0.37], [0.21, 0.72, 1.16], [-1.26, 1.59, -1.35], [1.54, -1.65, 0.12]], "mulliken_charge": [-0.20, -0.19, -0.40, -0.01, 0.33, 0.28, 0.20], "e_homo_ha": -0.39236, "lumo_ev": 0.65, "charge": 0, "smiles": "[H]/N=C\\Cl.Br", "homo_lumo_gap_ev": 11.32}



Stability check: which of them is most stable? entry 2.



Entry 1
{"formula": "C11H12N2", "method": "ωB97M-V/def2-TZVPD", "symbols": ["N", "N", "C", "C", "C", "C", "C", "C", "C", "C", "C", "C", "C", "H", "H", "H", "H", "H", "H", "H", "H", "H", "H", "H", "H"], "xyz": [[-0.13, -0.21, 1.04], [1.06, 1.03, -0.65], [-0.25, -2.05, 3.15], [0.08, 0.63, -0.09], [1.93, 1.20, -2.81], [-2.54, 0.16, 0.97], [-1.40, -1.40, 2.71], [-0.50, 0.44, -3.40], [0.61, 0.90, -3.61], [1.68, 1.76, -1.46], [1.01, -0.69, 1.66], [-1.38, -0.47, 1.62], [1.01, -1.54, 2.71], [-2.42, -1.52, 2.99], [0.78, 1.15, -4.74], [1.97, -1.95, 3.22], [2.21, 0.15, -2.94], [-2.35, 0.02, -0.17], [-1.45, -0.07, -3.53], [-0.47, -2.84, 3.88], [2.03, 2.67, -0.91], [-3.40, -0.16, 1.32], [2.00, -0.35, 1.16], [2.51, 1.89, -3.30], [-2.61, 1.23, 1.16]], "mulliken_charge": [0.21, 0.03, -0.22, -0.16, -0.73, -1.40, -0.74, -0.09, -0.17, -0.05, 0.10, 1.18, -0.65, 0.45, 0.43, 0.35, 0.33, 0.23, 0.40, 0.42, 0.42, 0.53, 0.31, 0.46, 0.34], "e_homo_ha": [-0.59525, -0.59486], "lumo_ev": [-9.69, -9.71], "charge": 2, "homo_lumo_gap_ev": [6.51, 6.48]}



Entry 2
{"formula": "C11H12N2", "method": "ωB97M-V/def2-TZVPD", "symbols": ["N", "N", "C", "C", "C", "C", "C", "C", "C", "C", "C", "C", "C", "H", "H", "H", "H", "H", "H", "H", "H", "H", "H", "H", "H"], "xyz": [[3.13, 0.50, 0.67], [-1.45, -0.88, -0.83], [-2.74, -1.20, -2.76], [-3.88, -1.41, -1.95], [1.91, 1.67, 2.89], [1.16, 1.02, 1.94], [-1.49, -1.01, -2.19], [1.89, 0.30, 0.97], [3.36, 1.86, 2.65], [-3.71, -1.31, -0.56], [-0.41, -1.06, -3.12], [-2.48, -0.99, -0.08], [3.87, 1.32, 1.35], [-2.38, -0.72, 0.94], [1.67, 1.68, 3.85], [-4.47, -1.53, 0.17], [-4.85, -1.22, -2.36], [3.86, 1.77, 3.54], [0.08, 1.03, 1.98], [3.55, 2.83, 2.39], [-2.90, -1.21, -3.82], [4.83, 1.49, 0.93], [1.52, -0.57, 0.48], [-0.70, -1.37, -4.12], [0.62, -0.97, -2.98]], "mulliken_charge": [-0.36, -0.36, -0.19, -0.52, -0.36, -0.34, 0.87, 0.02, -0.53, -0.33, -0.66, 0.02, -0.20, 0.43, 0.46, 0.40, 0.42, 0.52, 0.38, 0.37, 0.34, 0.47, 0.55, 0.26, 0.34], "e_homo_ha": [-0.63542, -0.63543], "lumo_ev": [-9.76, -9.76], "charge": 2, "homo_lumo_gap_ev": [7.53, 7.53]}



Stability check: which of them is most stable? entry 2.



Entry 1
{"formula": "C5H6N2O2S", "method": "ωB97M-V/def2-TZVPD", "symbols": ["S", "O", "O", "N", "N", "C", "C", "C", "C", "C", "H", "H", "H", "H", "H", "H"], "xyz": [[0.88, -2.14, -1.22], [2.24, -1.71, -0.82], [0.63, -3.35, -1.88], [-0.01, 1.42, -0.92], [-0.09, -2.21, 0.17], [0.08, -1.41, 1.39], [0.09, 0.06, 1.18], [-0.01, 0.51, -1.96], [0.23, -0.77, -2.08], [0.15, 1.19, 0.46], [-0.63, 2.23, -1.06], [0.54, 1.96, 1.08], [-0.58, -1.62, 2.17], [-0.93, -2.59, -0.13], [1.10, -1.62, 1.74], [0.05, 1.00, -2.91]], "mulliken_charge": [1.10, -0.59, -0.61, -0.17, -0.37, -0.41, -0.29, 0.26, -0.62, -0.19, 0.25, 0.32, 0.48, 0.27, 0.24, 0.32], "e_homo_ha": [-0.32569, -0.32008], "lumo_ev": [-0.38, -1.20], "charge": 0, "homo_lumo_gap_ev": [8.49, 7.51]}



Entry 2
{"formula": "C5H6N2O2S", "method": "ωB97M-V/def2-TZVPD", "symbols": ["S", "O", "O", "N", "N", "C", "C", "C", "C", "C", "H", "H", "H", "H", "H", "H"], "xyz": [[-1.85, -0.01, -2.09], [0.79, 0.31, 1.59], [1.58, 0.11, -1.82], [1.55, 0.23, 0.45], [-1.48, -0.36, 0.36], [3.02, 0.46, 0.73], [-0.80, -0.06, -0.69], [-3.19, -0.42, -1.11], [-2.83, -0.47, 0.20], [1.09, 0.20, -0.74], [3.53, 0.92, -0.19], [3.08, 0.90, 1.76], [-0.13, 0.17, 1.31], [3.39, -0.55, 0.73], [-3.49, -0.84, 0.96], [-4.28, -0.61, -1.44]], "mulliken_charge": [-0.13, -0.47, -0.57, 0.17, -0.53, -0.88, 0.23, -0.07, -0.58, 0.69, 0.30, 0.31, 0.49, 0.33, 0.38, 0.32], "e_homo_ha": -0.34161, "lumo_ev": 0.78, "charge": 0, "homo_lumo_gap_ev": 10.08}



Stability check: which of them is most stable? entry 2.



Entry 1
{"formula": "C33H43N5P2Sr", "method": "ωB97M-V/def2-TZVPD", "symbols": ["Sr", "P", "P", "N", "N", "N", "N", "N", "C", "C", "C", "C", "C", "C", "C", "C", "C", "C", "C", "C", "C", "C", "C", "C", "C", "C", "C", "C", "C", "C", "C", "C", "C", "C", "C", "C", "C", "C", "C", "C", "C", "H", "H", "H", "H", "H", "H", "H", "H", "H", "H", "H", "H", "H", "H", "H", "H", "H", "H", "H", "H", "H", "H", "H", "H", "H", "H", "H", "H", "H", "H", "H", "H", "H", "H", "H", "H", "H", "H", "H", "H", "H", "H", "H"], "xyz": [[-0.52, -2.48, -2.37], [-0.51, -6.80, -1.13], [-3.87, -5.19, -0.96], [0.97, -0.54, -2.27], [-4.73, -5.03, 0.59], [-5.32, -5.77, -1.85], [-0.42, -7.70, 0.48], [0.30, -8.11, -2.03], [-3.22, -6.83, -0.51], [1.04, -2.56, 3.23], [-0.04, -3.21, 2.36], [-2.23, -7.35, -1.60], [-2.14, -1.82, 4.28], [-6.01, -6.97, -1.73], [-6.37, -4.13, 1.87], [-5.44, -3.87, 0.87], [1.35, -0.03, -4.74], [0.41, -8.11, -3.43], [1.23, 0.14, -1.08], [-6.84, -5.86, -3.53], [0.58, -9.42, -1.62], [0.89, -1.57, 4.12], [1.02, -10.17, -2.70], [0.34, -7.25, 1.59], [-1.26, -8.74, 0.94], [1.48, 0.25, -3.29], [2.14, 1.37, -2.74], [0.66, -0.39, 0.17], [-2.15, -1.70, 2.94], [0.90, -9.34, -3.86], [-1.15, -2.55, 5.15], [-0.08, -7.95, 2.73], [0.16, -1.81, 5.40], [-5.86, -5.06, -2.94], [2.00, 1.29, -1.35], [-1.14, -8.86, 2.34], [-2.34, -0.61, -2.65], [-5.22, -6.06, 1.43], [-6.22, -5.52, 2.23], [-6.88, -7.09, -2.80], [-1.14, -2.17, 1.96], [1.30, -0.56, 3.96], [-0.54, -4.05, 2.84], [-5.81, -7.65, -0.91], [0.14, -7.22, -3.98], [-2.75, -0.63, -1.58], [-0.92, -3.56, 4.75], [-3.00, -1.20, 2.46], [-2.69, -6.73, 0.47], [1.38, -11.19, -2.64], [-5.22, -2.96, 0.32], [-1.59, -2.43, 0.96], [1.16, -9.63, -4.87], [-3.01, -1.46, 4.84], [0.74, -2.42, 6.09], [2.66, 2.10, -3.35], [1.03, -1.44, 0.33], [0.43, -9.69, -0.59], [-6.76, -6.08, 2.97], [-0.57, -1.28, 1.71], [-1.91, -9.29, 0.27], [1.70, -1.04, -5.03], [-3.19, -0.55, -3.37], [0.36, -7.87, 3.74], [-4.80, -7.07, 1.40], [-7.49, -7.96, -3.00], [2.01, -2.82, 2.81], [-2.44, -6.89, -2.61], [-1.77, -9.52, 2.96], [2.38, 1.98, -0.61], [0.44, -3.60, 1.41], [-4.02, -7.60, -0.39], [-7.10, -3.43, 2.26], [0.32, 0.11, -5.14], [0.84, 0.19, 1.11], [-1.66, -2.70, 6.12], [0.02, -0.83, 5.86], [2.01, 0.71, -5.26], [-5.50, -4.08, -3.18], [-1.87, 0.40, -2.75], [-2.30, -8.47, -1.70], [-0.45, -0.37, 0.04], [1.10, -6.47, 1.50], [-7.47, -5.61, -4.38]], "mulliken_charge": [1.55, 0.08, 0.13, -0.25, 0.56, 0.36, 0.48, 0.24, -0.84, -0.55, -0.71, -0.90, -0.57, -0.16, -0.68, -0.67, -1.10, -0.47, -0.45, -0.56, -0.21, -0.52, -0.65, -0.66, -0.37, 0.30, -0.40, -0.10, -0.67, -0.49, -0.66, -0.63, -0.47, -0.58, -1.06, -0.62, -1.36, -0.16, -0.79, -0.69, 0.54, 0.34, 0.36, 0.35, 0.34, 0.20, 0.19, 0.35, 0.67, 0.42, 0.51, 0.52, 0.41, 0.39, 0.28, 0.39, 0.03, 0.42, 0.46, -0.32, 0.46, 0.22, 0.28, 0.39, 0.40, 0.42, 0.36, 0.57, 0.42, 0.41, 0.42, 0.02, 0.43, 0.22, 0.19, 0.41, 0.35, 0.29, 0.44, 0.28, 0.34, 0.23, 0.46, 0.41], "e_homo_ha": -0.22823, "lumo_ev": -1.18, "charge": 0, "homo_lumo_gap_ev": 5.03}



Entry 2
{"formula": "C33H43N5P2Sr", "method": "ωB97M-V/def2-TZVPD", "symbols": ["Sr", "P", "P", "N", "N", "N", "N", "N", "C", "C", "C", "C", "C", "C", "C", "C", "C", "C", "C", "C", "C", "C", "C", "C", "C", "C", "C", "C", "C", "C", "C", "C", "C", "C", "C", "C", "C", "C", "C", "C", "C", "H", "H", "H", "H", "H", "H", "H", "H", "H", "H", "H", "H", "H", "H", "H", "H", "H", "H", "H", "H", "H", "H", "H", "H", "H", "H", "H", "H", "H", "H", "H", "H", "H", "H", "H", "H", "H", "H", "H", "H", "H", "H", "H"], "xyz": [[3.47, 2.11, 2.57], [-2.22, -0.66, -3.23], [-4.37, -0.64, -1.08], [-1.70, -0.25, -4.87], [5.78, 2.68, 2.96], [-4.72, -1.65, 0.32], [-1.27, -2.16, -3.07], [-6.00, 0.08, -1.25], [-1.44, -3.43, -3.62], [-0.42, -4.27, -3.15], [6.94, 0.64, 3.79], [-7.21, -0.45, -1.72], [-1.45, -0.21, -7.13], [-5.34, -3.40, 1.64], [1.76, -0.10, 3.51], [-4.08, -2.88, 2.11], [-1.65, 1.14, -6.66], [-3.72, -1.82, 1.30], [6.04, 4.01, 2.70], [-5.70, -2.63, 0.53], [-8.19, 0.55, -1.67], [4.98, 4.97, 2.27], [3.33, 0.40, 0.56], [7.40, 4.22, 2.96], [-1.81, 1.09, -5.29], [3.86, -1.27, 2.40], [-4.53, -1.95, -2.39], [2.59, 3.26, 4.61], [6.91, 2.06, 3.39], [0.99, 0.75, 2.76], [-0.17, -2.21, -2.21], [-1.50, -1.04, -6.01], [-7.56, 1.73, -1.17], [7.94, 3.01, 3.38], [2.40, -1.36, 3.00], [4.20, -0.18, 1.42], [-3.85, -1.45, -3.67], [-6.22, 1.43, -0.94], [1.89, 0.01, 0.37], [0.38, -3.49, -2.26], [0.75, 0.62, 1.29], [1.79, -1.09, 0.42], [-2.25, -3.65, -4.29], [0.50, 1.60, 3.25], [-7.28, -1.46, -2.06], [-8.03, 2.68, -1.00], [1.62, 0.32, -0.66], [-6.56, -2.68, -0.10], [-0.27, -5.30, -3.41], [4.18, 5.12, 3.03], [0.11, -1.33, -1.66], [1.93, 2.56, 5.13], [5.47, 5.94, 2.15], [-5.88, -4.22, 2.05], [-0.16, 0.00, 1.11], [-9.22, 0.43, -1.95], [4.53, 4.73, 1.29], [7.96, 0.44, 4.15], [5.23, 0.22, 1.51], [-3.51, -3.26, 2.94], [-1.68, 2.03, -7.27], [3.64, 3.39, 4.94], [1.91, 0.13, 4.57], [0.46, 1.61, 0.90], [-5.40, 2.02, -0.58], [1.77, -1.86, 2.26], [-2.87, -1.17, 1.29], [-4.02, -2.85, -2.00], [-1.40, -2.10, -5.94], [2.47, -2.04, 3.87], [7.86, 5.18, 2.83], [2.17, 4.00, 3.91], [6.24, 0.41, 4.63], [3.64, 1.32, 0.02], [8.94, 2.76, 3.68], [-5.58, -2.22, -2.58], [-1.98, 1.85, -4.56], [6.74, -0.06, 2.96], [-1.30, -0.51, -8.14], [-4.44, -0.65, -4.14], [4.06, -2.24, 1.90], [-3.73, -2.25, -4.41], [4.59, -1.26, 3.24], [1.26, -3.82, -1.73]], "mulliken_charge": [1.90, -0.26, -0.10, 0.34, -0.13, 0.29, 0.49, 0.39, -0.33, -0.96, -0.87, -0.23, -0.64, -0.66, -0.13, -0.56, -0.53, -0.39, 0.52, -0.17, -0.69, -1.33, -1.06, -0.92, -0.46, -0.25, -0.74, -1.98, -0.05, -0.93, -0.35, -0.17, -0.61, -0.66, -0.84, -0.93, -1.03, -0.42, -0.21, -0.40, 0.02, 0.18, 0.46, 0.42, 0.35, 0.42, 0.53, 0.29, 0.45, 0.26, 0.24, 0.48, 0.33, 0.45, -0.22, 0.44, 0.22, 0.33, 0.49, 0.43, 0.43, 0.34, 0.38, 0.45, 0.41, 0.35, 0.33, 0.48, 0.35, 0.46, 0.42, 0.41, 0.15, 0.68, 0.43, 0.47, 0.36, 0.17, 0.45, 0.48, 0.32, 0.42, 0.29, 0.46], "e_homo_ha": -0.21835, "lumo_ev": -0.44, "charge": 0, "homo_lumo_gap_ev": 5.50}



Stability check: which of them is most stable? entry 2.



Entry 1
{"formula": "C4H7ClN2", "method": "ωB97M-V/def2-TZVPD", "symbols": ["Cl", "N", "N", "C", "C", "C", "C", "H", "H", "H", "H", "H", "H", "H"], "xyz": [[-2.78, -0.87, -0.41], [1.76, -1.63, 0.32], [0.80, 0.44, -0.77], [-0.33, 0.59, -0.07], [-1.07, -0.73, 0.20], [1.66, -0.66, -0.58], [-0.86, 1.88, 0.22], [-0.69, -1.83, -0.20], [0.90, -1.61, 0.90], [1.45, 1.44, -0.57], [-1.89, 1.75, 0.74], [2.57, -0.58, -1.04], [-1.19, -0.94, 1.24], [-0.32, 2.73, 0.03]], "mulliken_charge": [-0.19, -0.66, -0.30, 0.79, -0.97, 0.00, -1.05, 0.30, 0.31, 0.33, 0.19, 0.43, 0.45, 0.35], "e_homo_ha": -0.32030, "lumo_ev": 0.44, "charge": 0, "smiles": "[H]/N=C\\NC(=C)CCl", "homo_lumo_gap_ev": 9.15}



Entry 2
{"formula": "C4H7ClN2", "method": "ωB97M-V/def2-TZVPD", "symbols": ["Cl", "N", "N", "C", "C", "C", "C", "H", "H", "H", "H", "H", "H", "H"], "xyz": [[-3.90, 0.07, 0.47], [0.61, 0.00, -0.30], [-0.14, 0.08, -1.35], [-1.33, -0.06, 1.09], [2.07, 0.00, -0.39], [-2.22, 0.03, 0.09], [0.08, -0.09, 0.90], [0.75, -0.17, 1.74], [2.38, 0.07, -1.43], [0.41, 0.16, -2.20], [-2.00, 0.06, -0.95], [2.48, 0.85, 0.16], [-1.67, -0.09, 2.12], [2.47, -0.92, 0.04]], "mulliken_charge": [-0.21, 0.39, -0.80, -0.40, -0.83, -0.13, -0.13, 0.36, 0.28, 0.17, 0.39, 0.32, 0.29, 0.31], "e_homo_ha": -0.27629, "lumo_ev": 0.73, "charge": 0, "homo_lumo_gap_ev": 8.25}



Stability check: which of them is most stable? entry 2.